DFT (ωB97M-V/def2-TZVPD) results for C26H20BrClN2O2PS4Sr as an isolated structure.

The geometry in XYZ format:
```
58
Properties=species:S:1:pos:R:3:forces:R:3
Sr -0.259 -0.623 0.686 0.0 0.2 0.0
S -1.101 -5.349 -0.944 0.0 0.0 0.0
C -0.969 -3.797 -0.314 0.0 0.1 -0.1
S -1.855 -2.465 -1.016 0.0 0.0 0.1
S 0.090 -3.483 1.040 0.0 -0.1 0.0
Br 3.894 -2.985 -2.770 0.0 0.0 0.0
C 3.711 -2.982 -0.861 0.0 0.0 0.0
C 3.750 -4.190 -0.195 0.0 0.0 0.0
C 3.626 -4.133 1.185 0.0 0.0 0.0
C 3.482 -2.909 1.806 0.0 0.0 0.0
C 3.420 -1.763 1.023 0.0 0.0 0.1
N 3.543 -1.804 -0.308 0.0 0.0 0.0
C 3.155 -0.401 1.651 0.1 0.0 0.0
O 4.117 0.191 2.147 0.0 0.0 0.0
O 1.949 -0.028 1.594 0.0 -0.1 0.0
H 3.833 -5.122 -0.732 0.0 0.0 0.0
H 3.609 -5.049 1.761 0.0 0.0 0.0
H 3.362 -2.828 2.877 0.0 0.0 0.0
Cl -1.765 1.463 -2.026 0.0 0.0 0.0
C -2.125 3.145 -2.276 0.1 0.0 0.1
C -3.034 3.461 -3.274 0.0 0.0 0.0
C -3.358 4.788 -3.511 0.0 0.0 0.0
C -2.773 5.788 -2.748 0.0 0.0 0.0
C -1.864 5.454 -1.754 0.0 0.0 0.0
C -1.515 4.130 -1.497 0.0 -0.1 0.0
P -0.420 3.676 -0.079 0.0 0.1 -0.1
C 0.252 5.280 0.515 0.0 0.0 0.0
C -0.204 5.785 1.728 0.0 0.0 0.0
C 0.279 6.993 2.211 0.0 0.0 0.0
C 1.211 7.718 1.479 0.0 0.0 0.0
C 1.666 7.223 0.264 0.0 0.0 0.0
C 1.193 6.007 -0.212 0.0 0.0 0.0
C 1.090 3.066 -0.997 0.0 0.0 0.1
C 1.287 3.130 -2.376 0.0 0.0 0.0
C 2.443 2.610 -2.947 0.0 0.0 0.0
C 3.411 2.019 -2.144 0.0 0.0 0.0
C 3.224 1.948 -0.770 0.0 0.0 0.0
C 2.069 2.469 -0.205 0.0 0.0 0.0
H -3.482 2.663 -3.851 0.0 0.0 0.0
H -4.071 5.034 -4.288 0.0 0.0 0.0
H -3.026 6.827 -2.921 0.0 0.0 0.0
H -1.418 6.238 -1.154 0.0 0.0 0.0
H -0.933 5.196 2.273 0.0 0.0 0.0
H -0.071 7.369 3.165 0.0 0.0 0.0
H 1.586 8.662 1.856 0.0 0.0 0.0
H 2.399 7.777 -0.309 0.0 0.0 0.0
H 1.567 5.617 -1.150 0.0 0.0 0.0
H 0.534 3.582 -3.012 0.0 0.0 0.0
H 2.581 2.654 -4.021 0.0 0.0 0.0
H 4.300 1.589 -2.591 0.0 0.0 0.0
H 3.958 1.466 -0.136 0.0 0.0 0.0
H 1.917 2.374 0.865 0.0 0.0 0.0
N 1.031 -0.449 -1.624 0.0 0.0 -0.1
H 2.004 -0.671 -1.423 0.0 0.0 0.0
H 1.017 0.365 -2.228 0.0 0.0 0.0
H 0.618 -1.230 -2.129 0.0 0.0 0.0
S -1.924 1.644 1.836 0.0 -0.1 0.0
C -1.320 3.027 1.119 0.0 0.0 0.0
```
Positions in Å, forces in eV/Å.

**Gap between HOMO and LUMO (alpha / beta)**: 5.174 / 5.203 eV
**2S+1**: 2
**Net charge**: -2
**Highest occupied orbital energy (alpha / beta)**: -1.1 / -1.2 eV
**Energy above the lowest of the compared OMol25 structures with the same formula, charge and spin**: 3.2 kcal/mol

***

DFT (ωB97M-V/def2-TZVPD) results for C27H23AsCoO3S as an isolated structure.

The geometry in XYZ format:
```
56
Properties=species:S:1:pos:R:3:forces:R:3
Co -0.072 -0.277 0.361 1.7 0.6 -0.6
S -2.239 -0.030 0.956 -0.8 -0.1 0.1
C -3.214 -1.263 0.251 0.3 0.3 0.1
C -4.550 -1.353 0.687 -0.1 0.0 0.0
C -5.361 -2.360 0.211 0.0 0.0 0.0
C -4.858 -3.279 -0.705 0.0 0.0 0.0
C -3.542 -3.186 -1.158 0.2 0.0 -0.1
C -2.707 -2.188 -0.696 0.0 0.0 0.1
As -0.888 -1.913 -1.352 -0.4 -0.8 -0.3
C -0.765 -3.379 -2.631 0.0 0.3 0.0
C -0.238 -4.625 -2.325 0.0 0.0 0.1
C -0.257 -5.626 -3.287 0.0 0.0 0.0
C -0.800 -5.383 -4.541 0.0 0.0 0.0
C -1.320 -4.131 -4.846 0.0 0.0 0.0
C -1.297 -3.125 -3.893 0.1 0.0 0.1
C 0.128 -2.651 0.177 -0.1 -0.3 0.1
C 1.500 -2.875 -0.013 -0.1 0.1 -0.1
C 2.258 -3.466 0.981 0.0 0.0 0.0
C 1.663 -3.840 2.181 0.0 0.0 0.0
C 0.306 -3.636 2.379 0.0 0.0 0.1
C -0.461 -3.054 1.381 0.0 0.1 -0.1
H -4.919 -0.630 1.403 0.0 0.0 0.0
H -6.384 -2.434 0.554 0.0 0.0 0.0
H -5.495 -4.071 -1.075 0.0 0.0 0.0
H -3.167 -3.898 -1.882 -0.1 0.0 0.0
H 0.179 -4.820 -1.346 0.0 0.0 0.0
H 0.153 -6.600 -3.054 0.0 0.0 0.0
H -0.816 -6.169 -5.283 0.0 0.0 0.0
H -1.734 -3.937 -5.826 0.0 0.0 0.0
H -1.685 -2.140 -4.124 0.0 0.0 -0.1
H 1.959 -2.585 -0.949 0.0 0.0 0.0
H 3.315 -3.637 0.824 0.0 0.0 0.0
H 2.260 -4.296 2.960 0.0 0.0 0.0
H -0.162 -3.941 3.306 0.0 0.0 0.0
H -1.526 -2.929 1.535 0.0 0.0 0.0
C 2.109 5.091 3.907 0.0 0.0 0.0
O 3.175 4.736 3.035 0.0 0.1 0.0
C 2.995 3.712 2.198 -0.1 -0.2 -0.2
C 4.087 3.417 1.354 0.1 0.1 0.0
C 3.988 2.402 0.454 0.1 0.1 0.0
C 2.822 1.609 0.333 -0.3 -0.2 0.2
C 2.694 0.569 -0.646 0.1 0.3 0.0
C 3.833 0.183 -1.550 0.0 0.0 0.0
O 1.638 -0.081 -0.830 -0.3 -0.4 0.0
C 1.739 1.888 1.225 0.4 -0.1 -0.3
O 0.647 1.173 1.241 -0.6 0.2 0.7
C 1.838 2.960 2.123 -0.1 -0.1 0.1
H 2.466 5.936 4.486 0.0 0.0 0.0
H 1.863 4.267 4.578 0.0 0.0 0.0
H 1.224 5.386 3.340 0.0 0.0 0.0
H 4.985 4.013 1.440 0.0 0.0 0.0
H 4.836 2.219 -0.190 0.0 0.0 0.0
H 4.730 0.778 -1.431 0.0 0.0 0.0
H 3.493 0.246 -2.583 0.0 0.0 0.0
H 4.074 -0.863 -1.349 0.0 0.0 0.0
H 0.982 3.149 2.755 0.0 0.0 0.0
```
Positions in Å, forces in eV/Å.

**Gap between HOMO and LUMO (alpha / beta)**: 8.326 / 4.753 eV
**2S+1**: 5
**Net charge**: +1
**Highest occupied orbital energy (alpha / beta)**: -10.7 / -10.7 eV
**Energy above the lowest of the compared OMol25 structures with the same formula, charge and spin**: 2.6 kcal/mol

***

DFT (ωB97M-V/def2-TZVPD) results for a 3-piece molecular cluster, C37H64N4O3 overall.

The geometry in XYZ format:
```
108
Properties=species:S:1:pos:R:3:forces:R:3
C 0.918 7.055 -2.411 0.0 0.0 0.3
C 0.174 6.533 -1.182 0.1 -0.1 0.1
C -0.404 5.128 -1.367 0.2 -0.1 -0.2
C -1.521 5.024 -2.408 -0.1 0.3 0.3
C -2.763 5.804 -1.922 0.0 -0.1 -0.2
C -1.963 3.638 -2.864 0.4 0.1 0.2
C -2.923 3.615 -3.836 -0.5 0.1 -0.5
C -3.438 2.434 -4.384 -0.1 0.1 -0.1
C -2.982 1.223 -3.958 -0.3 -0.1 -0.3
C -1.996 1.183 -2.977 0.3 0.0 0.4
N -1.544 -0.051 -2.594 -0.1 -0.1 0.0
C -0.617 -0.084 -1.707 0.2 0.2 0.2
O -0.163 -1.280 -1.271 -0.1 -0.1 -0.2
C 1.247 -1.512 -1.409 0.2 -0.1 0.2
C 1.569 -2.560 -2.461 0.0 -0.1 -0.1
C 0.837 -3.868 -2.156 0.2 0.1 0.2
C 1.434 -2.124 -3.937 -0.1 0.0 -0.1
C 2.126 -0.791 -4.229 -0.1 -0.1 -0.2
C -0.006 -2.114 -4.496 0.1 0.1 -0.1
C -0.098 1.113 -1.114 0.1 -0.2 0.1
N -0.509 2.287 -1.449 -0.2 0.2 -0.1
C -1.476 2.382 -2.417 0.0 -0.4 0.0
H 1.433 7.986 -2.173 0.0 0.0 -0.1
H 0.247 7.243 -3.249 0.0 0.0 -0.1
H 1.679 6.335 -2.717 0.0 0.0 -0.1
H 0.890 6.467 -0.357 0.0 0.0 0.0
H -0.579 7.256 -0.863 -0.1 0.0 0.0
H 0.426 4.486 -1.661 0.0 0.0 0.0
H -0.749 4.731 -0.412 -0.1 0.1 0.0
H -1.165 5.527 -3.312 0.0 0.0 0.0
H -3.401 6.109 -2.752 0.0 0.0 0.0
H -3.369 5.184 -1.261 0.1 0.0 0.1
H -2.470 6.713 -1.404 0.0 0.0 0.1
H -3.306 4.554 -4.216 0.0 0.0 0.0
H -4.195 2.485 -5.155 0.0 0.0 0.0
H -3.353 0.294 -4.368 0.0 0.0 0.0
H 1.769 -0.575 -1.609 0.0 0.0 0.0
H 1.607 -1.879 -0.445 -0.1 0.0 0.0
H 2.637 -2.765 -2.306 0.0 0.1 0.0
H 1.271 -4.690 -2.726 -0.1 0.0 0.0
H -0.230 -3.804 -2.350 0.0 0.0 -0.1
H 0.953 -4.111 -1.098 0.0 -0.1 0.0
H 1.996 -2.879 -4.496 -0.1 -0.1 0.0
H 1.753 0.016 -3.595 0.0 0.0 0.0
H 3.210 -0.862 -4.128 0.0 0.1 0.2
H 1.915 -0.493 -5.258 0.1 0.0 0.0
H -0.753 -2.442 -3.779 0.0 0.0 0.0
H -0.291 -1.109 -4.812 0.0 0.0 0.1
H -0.074 -2.751 -5.379 0.0 0.0 0.0
H 0.661 1.032 -0.340 0.0 0.1 0.0
C -1.842 -8.277 -0.043 0.0 0.1 0.0
C -0.380 -8.464 -0.470 -0.5 0.1 -0.1
C 0.228 -9.717 0.165 0.2 -0.1 0.2
C 0.493 -9.562 1.661 0.0 0.1 0.0
C 1.380 -8.347 1.925 0.0 -0.2 0.0
C 0.822 -7.050 1.334 -0.3 0.3 0.3
N 0.469 -7.281 -0.108 0.5 -0.6 0.2
O 1.471 -7.141 -0.891 0.0 0.3 -0.2
C -0.381 -6.554 2.153 0.0 0.0 -0.1
C 1.881 -5.956 1.386 0.2 0.0 0.0
C -0.379 -8.598 -1.987 0.0 -0.1 -0.1
H -2.410 -9.156 -0.351 0.0 0.0 -0.1
H -1.987 -8.165 1.024 0.0 0.0 0.0
H -2.272 -7.406 -0.538 0.0 0.0 0.0
H 1.172 -9.942 -0.340 0.0 0.1 0.0
H -0.442 -10.559 -0.022 0.0 0.0 0.0
H -0.449 -9.480 2.209 0.0 0.0 0.0
H 0.987 -10.460 2.038 0.0 0.0 0.0
H 1.521 -8.201 2.999 0.0 0.0 0.0
H 2.369 -8.532 1.496 0.0 0.0 -0.1
H -0.964 -5.826 1.588 0.0 0.0 0.0
H -0.018 -6.064 3.057 0.1 0.0 0.0
H -1.045 -7.349 2.482 0.0 0.0 0.0
H 2.801 -6.255 0.891 0.0 0.0 0.0
H 2.106 -5.740 2.431 0.0 0.0 0.0
H 1.518 -5.042 0.916 0.0 0.0 0.0
H -0.723 -7.678 -2.459 0.0 0.0 0.0
H -1.061 -9.404 -2.264 0.0 0.0 0.0
H 0.608 -8.832 -2.376 0.0 0.0 0.0
C 1.065 5.323 5.993 0.0 -0.1 -0.1
C 1.332 5.821 4.566 0.1 -0.1 0.5
C 0.383 6.962 4.192 -0.2 0.1 -0.1
C -1.053 6.498 3.957 0.1 -0.1 0.0
C -1.096 5.401 2.895 0.0 0.2 0.0
C -0.182 4.215 3.215 -0.2 -0.4 0.2
N 1.188 4.728 3.551 -0.3 0.6 -0.4
O 1.910 4.924 2.513 0.3 -0.2 0.0
C -0.780 3.362 4.346 0.1 0.0 0.0
C -0.054 3.319 1.993 0.0 -0.2 -0.3
C 2.773 6.311 4.533 0.1 0.1 0.0
H 1.203 6.155 6.685 0.1 0.0 0.0
H 0.065 4.940 6.155 0.0 0.0 0.0
H 1.776 4.540 6.260 0.0 0.0 0.0
H 0.753 7.438 3.278 0.0 -0.1 0.0
H 0.420 7.716 4.981 0.0 0.0 0.0
H -1.498 6.148 4.893 0.0 0.0 0.0
H -1.660 7.344 3.630 0.0 0.0 0.0
H -2.114 5.025 2.768 0.0 0.0 0.0
H -0.793 5.829 1.933 0.1 0.0 0.0
H -0.023 2.710 4.785 0.0 0.0 0.0
H -1.569 2.732 3.936 0.0 0.0 -0.1
H -1.236 3.946 5.141 0.0 0.0 0.0
H 0.284 3.852 1.111 0.1 0.1 0.1
H -1.030 2.890 1.761 0.0 0.0 0.1
H 0.644 2.499 2.172 0.0 0.0 0.1
H 3.468 5.490 4.708 0.0 0.0 0.0
H 2.906 7.050 5.326 0.0 0.0 0.0
H 3.026 6.774 3.584 0.0 0.0 0.0
```
Positions in Å, forces in eV/Å.

**Gap between HOMO and LUMO (alpha / beta)**: 8.292 / 8.872 eV
**2S+1**: 3
**Net charge**: 0
**Highest occupied orbital energy (alpha / beta)**: -8.0 / -8.6 eV

***

DFT (ωB97M-V/def2-TZVPD) results for a 2-piece molecular cluster, C2H4N2OS overall.

The geometry in XYZ format:
```
10
Properties=species:S:1:pos:R:3:forces:R:3
N -0.122 2.218 -0.433 -1.2 -1.5 -0.9
N -1.317 1.707 0.131 -0.3 -0.8 -1.0
C -1.971 0.695 -0.047 1.4 2.8 0.8
S -2.996 -0.461 0.026 -1.6 -1.0 -0.1
H 0.417 1.457 -0.951 -0.7 1.5 1.7
H 0.275 2.698 0.350 1.1 -0.1 -0.1
C -0.177 -1.752 -0.143 -2.9 -1.1 2.0
O -0.076 -0.568 -0.192 1.0 0.0 -0.7
H 0.678 -2.385 -0.203 0.9 -0.9 -0.4
H -1.246 -2.256 0.206 2.3 1.0 -1.2
```
Positions in Å, forces in eV/Å.

**Gap between HOMO and LUMO**: 8.462 eV
**Net charge**: 0
**Highest occupied orbital energy**: -8.2 eV
**SMILES string**: NN=C=S.C=O
**Energy above the lowest of the compared OMol25 structures with the same formula, charge and spin**: 96.3 kcal/mol

***

Number 1 is which compound? C26H20BrClN2O2PS4Sr

***

Which formula does entry 2 have? C27H23AsCoO3S

***

The highest net charge belongs to which entry? C27H23AsCoO3S